No. 1
C4H24O10 | wB97M-V/def2-TZVPD

```
38
Properties=species:S:1:pos:R:3
O -2.24119 -2.08088 -1.72158
O -0.36008 -3.36093 -3.00049
O -2.90251 1.36953 0.42995
O -2.18834 0.43309 2.67986
O 0.08925 1.29216 2.86199
O 4.02183 -1.76191 -2.02198
O 0.95504 3.62280 3.43168
O 2.40235 3.44095 -0.07533
O -4.64562 -0.72147 -1.58609
O 1.47103 -2.01630 -2.09866
C 0.58575 0.03747 0.86697
C 1.13672 0.91318 1.98915
C 1.59598 -0.44120 -0.16159
C 0.84099 -0.94676 -1.40479
H 2.29000 -1.25522 0.11192
H 0.24952 -0.86218 1.38636
H -0.18439 -1.22029 -1.16680
H -2.51472 -2.62950 -0.99677
H -2.37491 0.94997 -0.26692
H -0.19082 0.53661 0.30017
H 4.13978 -1.57422 -1.08207
H -0.95913 0.83261 2.68525
H -2.67482 0.82278 1.29314
H -2.48770 1.19336 3.18323
H 1.56172 1.81088 1.53006
H 0.55395 -2.60646 -2.47190
H 0.78067 -0.09608 -2.11303
H 0.56069 2.70850 3.15079
H 1.88976 3.38877 3.43623
H -0.52725 -2.80289 -3.76817
H -3.86916 -1.19567 -1.96478
H 1.87790 3.57779 0.73221
H -4.31864 -0.06063 -0.96879
H 3.02954 -1.93757 -2.19042
H 1.92105 0.41116 2.57104
H -1.49545 -2.57905 -2.20230
H 2.22534 2.56265 -0.43280
H 2.44283 0.18879 -0.48725
```

Calculated values
ΔE to the lowest compared entry with this formula, charge and spin: 0.00 kcal per mole
gap between HOMO and LUMO: 0.3164 hartree
largest force on an atom: 1.97 eV/A
lowest unoccupied orbital energy: 5.38 eV
highest occupied orbital energy: -3.225 eV
total charge: -2



No. 2
C4H25N2O7 | wB97M-V/def2-TZVPD

```
38
Properties=species:S:1:pos:R:3
O -0.78834 -2.97818 1.12583
O -1.91060 -1.21696 -0.64516
O -0.56579 -1.65789 3.66234
O 0.13388 1.01687 3.63184
O 2.19979 -2.99517 -1.30911
O 1.23988 1.85838 -2.83680
O -2.32158 1.14675 1.41021
N 1.92134 0.34301 0.77984
N 0.69639 -0.51909 -1.38035
C -0.03750 1.79922 -2.13744
C 1.41323 1.41644 -0.04517
C 0.23236 0.83391 -0.99204
C -1.19386 1.57676 -3.01566
H -0.72996 0.76843 -0.46745
H 2.44629 -2.36077 -0.62627
H 0.96873 2.24912 0.52605
H -3.13513 1.22638 1.92275
H 2.13989 1.79399 -0.75845
H -0.06469 2.84881 -1.73440
H 1.12545 -0.47746 -2.32882
H 0.37877 -1.82474 3.81263
H -2.22139 1.42101 -2.56762
H 1.42488 -0.73295 -0.66654
H -1.14113 0.57644 -3.48200
H -2.27010 -1.83149 -1.30260
H 1.34879 0.19698 1.58828
H -0.50250 -0.68786 3.80240
H -0.30637 -2.47363 1.80762
H -1.43503 2.30977 -3.76717
H -1.88461 -1.86340 0.10019
H 0.08023 -1.32575 -1.23702
H -2.51276 0.39590 0.83782
H 2.66261 -3.80801 -1.08336
H -0.31175 1.83910 3.38228
H -1.53715 -3.16705 1.73387
H 2.90427 0.51042 0.92779
H 1.40222 2.70614 -3.26577
H 0.15123 1.08659 4.59747
```

Calculated values
ΔE to the lowest compared entry with this formula, charge and spin: 54.54 kcal per mole
gap between HOMO and LUMO: 0.4102 hartree
largest force on an atom: 3.71 eV/A
lowest unoccupied orbital energy: -2.52 eV
highest occupied orbital energy: -13.684 eV
total charge: +1



No. 3
C4H25NO7S2 | wB97M-V/def2-TZVPD

```
39
Properties=species:S:1:pos:R:3
S 2.13232 1.27482 -1.97576
S 0.69321 2.28726 -2.93229
O -2.50245 -1.31637 0.70193
O 1.62718 -3.40811 1.51980
O -2.76764 -0.43469 -1.65886
O -1.04534 -3.02979 -0.55540
O 2.84740 1.56933 1.90130
O 0.76643 1.19782 3.34039
O -0.23121 -1.15732 2.40406
N 0.29983 2.41753 0.27714
C 0.96868 -0.78979 -0.71912
C -0.84438 2.24137 -2.06841
C 1.71981 -0.49538 -2.02763
C -0.74240 2.84764 -0.65336
H -0.93983 -2.38253 0.14593
H 0.94610 -3.88732 1.02452
H -2.17979 -0.61475 0.12046
H -0.05245 -0.42176 -0.63371
H -3.24853 -0.99761 1.21688
H -1.62635 -3.75041 -0.30353
H -2.27437 -1.25521 -1.78315
H 0.36307 -1.79044 1.97894
H 0.97241 -1.90855 -0.80468
H 0.35543 1.60613 2.56394
H 2.79499 2.53635 1.95560
H 2.12512 -3.02958 0.78351
H 0.56231 0.23906 3.32697
H 1.16780 2.92072 0.13771
H -1.15838 -1.25363 2.18341
H -1.61869 2.88593 -0.03725
H -1.47071 2.80100 -2.70659
H 1.29590 -0.87381 -2.95833
H 0.45738 1.41463 0.23137
H 1.51353 -0.58564 0.22590
H -0.67068 3.93508 -0.89427
H -1.36368 1.27934 -2.07588
H 2.73068 -0.95534 -1.91780
H 2.09099 1.39244 2.56481
H -3.69370 -0.50841 -1.89855
```

Calculated values
spin multiplicity: 2
gap between HOMO and LUMO (spin up / spin down): 0.3661 / 0.2081 hartree
largest force on an atom: 2.69 eV/A
lowest unoccupied orbital energy (spin up / spin down): -3.29 / -7.58 eV
highest occupied orbital energy (spin up / spin down): -13.254 / -13.247 eV
total charge: +1



No. 4
C4H26CdF12N2O21S4 | wB97M-V/def2-TZVPD

```
70
Properties=species:S:1:pos:R:3
Cd -0.53694 0.75519 -1.47895
S -0.60032 -0.44800 -4.48919
S -0.81300 2.24018 1.35523
S -0.30730 -0.27747 1.68405
S -1.28768 -2.24988 -2.67797
F -2.53607 0.11242 -6.20926
F 1.28072 3.72843 0.38393
F 1.07232 3.73374 2.60093
F 0.20037 -4.23559 -4.05769
F 0.66392 -1.51173 -0.49854
F 1.37356 -2.58072 -3.14138
F -0.10088 -2.88055 0.86966
F -2.10714 1.83881 -4.83945
F -3.30174 0.08731 -4.27941
F 1.87384 2.05407 1.63459
F 0.51142 -4.10665 -1.84171
F 1.78206 -1.98131 1.28325
O -1.66737 -2.40516 -1.28251
O 3.93034 0.43360 2.61579
O 2.92395 -1.14999 4.58800
O 4.20632 -2.16925 -1.36217
O -0.43165 2.64553 -2.30979
O -3.51832 -2.86301 2.56760
O 0.43362 0.03725 2.86562
O -0.81689 -5.61621 1.53367
O -1.53256 3.08269 0.38395
O 1.54039 0.80861 -1.65115
O -4.39930 0.90650 3.16438
O -0.43495 -1.60503 -5.33893
O -1.35288 2.08538 2.69222
O 4.46562 3.49652 0.68635
O -2.66858 0.73695 -1.18459
O -2.32243 -2.75458 -3.61020
O -1.65111 5.77993 -1.20847
O 0.49088 0.54880 -4.71494
O 3.64412 0.26074 -0.05212
O -3.06205 -1.15013 4.99217
O -1.63828 -0.79671 2.05459
N -0.34461 0.75647 0.44934
N -0.78118 -0.70756 -2.77344
C 0.97342 2.97424 1.51058
C 0.59725 -1.73917 0.79831
C -2.24950 0.49540 -5.00144
C 0.33091 -3.38458 -2.96715
H 2.94742 -1.84030 5.25069
H -3.00145 -1.18566 4.03755
H 4.27641 2.83099 1.34780
H -4.39047 0.50602 2.29503
H -2.53497 6.11936 -1.06777
H -3.26213 0.07148 -0.83663
H -0.97377 -5.21927 2.39044
H 4.26027 -1.81322 -2.24905
H 3.50308 -0.01846 3.34333
H 4.74280 0.77507 2.98935
H -1.05537 3.36548 -2.21555
H -3.99505 -1.03000 5.16911
H 0.08649 -5.38099 1.32199
H -1.33533 5.56194 -0.33154
H 4.59936 0.20239 -0.07020
H 3.75488 -1.49181 -0.85866
H 3.42553 0.33129 0.87711
H -3.69114 1.55002 3.13936
H 2.11895 0.51362 -0.94796
H 3.86441 4.21343 0.88842
H -2.75526 -2.28541 2.58615
H 2.12831 0.99621 -2.38286
H 1.99435 -0.94484 4.48799
H 0.28763 3.01650 -2.82092
H -3.60425 -3.11770 1.64891
H -3.22332 1.28853 -1.73617
```

Calculated values
spin multiplicity: 2
gap between HOMO and LUMO (spin up / spin down): 0.1040 / 0.3262 hartree
largest force on an atom: 7.92 eV/A
lowest unoccupied orbital energy (spin up / spin down): 1.90 / 1.84 eV
highest occupied orbital energy (spin up / spin down): -0.926 / -7.037 eV
total charge: -1



No. 5
C4H26CdF12N2O21S4 | wB97M-V/def2-TZVPD

```
70
Properties=species:S:1:pos:R:3
Cd -8.55603 0.81898 13.21196
S -8.67524 5.05950 12.38794
S -10.15824 -2.87195 14.95204
S -8.11544 -3.65090 13.37594
S -9.34687 4.85055 14.84988
F -6.69723 6.43542 11.37919
F -10.02061 3.98128 17.34778
F -8.15394 -2.55600 16.69206
F -6.30972 6.26243 13.46178
F -6.04656 4.52104 12.19709
F -9.18773 2.50801 16.03037
F -10.12577 -3.70327 11.64592
F -9.95949 -3.16338 17.69065
F -8.69047 -5.19130 11.23222
F -8.68402 -4.61682 16.69558
F -7.80652 4.01128 16.98748
F -8.28620 -3.11999 10.69280
O -4.54986 -5.31332 17.78844
O -9.43466 6.35497 12.50881
O -8.43788 -4.66233 22.35783
O -3.81683 -0.45193 10.17721
O -15.78996 -4.15113 14.36968
O -3.19306 -6.74050 11.70413
O -13.61528 -5.46359 18.42761
O -11.14410 -1.86196 15.33754
O -5.85704 0.85650 14.67703
O -8.35809 -4.86588 14.15862
O -10.77954 -4.10835 14.43021
O -6.65466 -1.28779 21.82139
O -7.60691 0.57553 10.44452
O -12.57418 -7.24574 12.29838
O -8.03426 -8.75276 16.06985
O -8.65735 6.07865 15.15529
O -6.72572 -3.33612 13.21002
O -10.76172 5.05644 14.62583
O -8.92026 4.30936 11.16888
O -11.29796 0.65252 11.92361
O -13.28339 -3.56556 22.20752
N -9.01981 -2.29658 13.99353
N -8.73889 3.90149 13.72135
C -9.19661 -3.35102 16.63545
C -9.10956 3.77304 16.42880
C -8.85199 -3.93388 11.59795
C -6.80046 5.59181 12.40909
H -16.54005 -4.71149 14.17071
H -11.47223 0.77790 10.99080
H -12.12232 0.32061 12.27928
H -11.66161 -7.05379 12.08248
H -14.20674 -4.81203 18.05096
H -7.33563 -0.81236 22.29730
H -5.30475 0.13756 14.98415
H -14.15889 -3.33080 21.89992
H -3.39896 -7.23885 10.91325
H -7.87731 1.24927 9.82067
H -3.66754 -1.07929 9.46984
H -6.71783 0.34325 10.17652
H -4.92925 -5.69742 18.57887
H -6.97629 -2.18829 21.77807
H -8.32134 -4.86499 23.28604
H -12.81430 -2.73253 22.25493
H -13.67789 -5.32656 19.37288
H -3.57297 -0.92487 10.97288
H -9.38673 -4.62173 22.23835
H -15.06260 -4.54326 13.88655
H -4.87122 -5.86519 17.07542
H -5.24854 1.58057 14.52978
H -7.12272 -8.67030 15.78963
H -3.56823 -5.87413 11.54635
H -12.52934 -7.72519 13.12563
H -8.42966 -7.90875 15.85178
```

Calculated values
gap between HOMO and LUMO: 0.1726 hartree
largest force on an atom: 4.92 eV/A
lowest unoccupied orbital energy: -5.66 eV
highest occupied orbital energy: -10.355 eV
total charge: 0



No. 6
C4H26N2O7 | wB97M-V/def2-TZVPD

```
39
Properties=species:S:1:pos:R:3
O 0.61731 2.80435 -2.29426
O 0.55260 -3.51841 0.45199
O 2.73723 -0.71039 -2.93583
O -2.07701 -1.75841 3.11743
O -2.86060 -1.85237 0.45418
O -1.39394 3.12826 1.90407
O 1.18500 3.12634 1.00951
N -1.00930 -1.53470 -1.84167
N 1.47806 0.29407 0.33191
C -0.77143 -0.04733 -1.85316
C 0.13764 -0.22072 0.60992
C 2.44599 -0.03230 1.38099
C -0.84692 0.38666 -0.41452
H 3.47173 0.17854 1.11692
H -2.46659 -0.88423 2.99053
H 0.21749 3.30045 -3.04029
H -0.75692 1.47529 -0.41872
H -0.73882 -1.99917 -0.98562
H 1.23701 3.48199 1.89704
H -2.63611 -1.93261 -0.49732
H 0.13977 0.32038 -2.32973
H 1.87066 0.00518 -0.55718
H -0.69158 3.17390 1.21846
H 0.13400 -1.32136 0.51563
H 1.89765 -0.46678 -3.34711
H -2.16175 3.44241 1.40571
H 2.54643 -1.32115 -2.20840
H -1.63408 0.31784 -2.44339
H -0.59210 -2.03223 -2.61705
H -3.31869 -2.70230 0.54328
H -2.10492 -2.03447 2.18388
H -1.84509 0.29918 0.03878
H 0.31965 -4.32697 0.92204
H 1.10323 3.50841 -1.83652
H 2.17640 0.35653 2.39240
H -0.25169 -0.07962 1.62281
H 1.62026 2.25649 0.91837
H 2.31418 -1.10413 1.60937
H 0.74217 -3.79142 -0.44941
```

Calculated values
ΔE to the lowest compared entry with this formula, charge and spin: 35.08 kcal per mole
gap between HOMO and LUMO: 0.3223 hartree
largest force on an atom: 2.30 eV/A
lowest unoccupied orbital energy: 0.10 eV
highest occupied orbital energy: -8.672 eV
total charge: 0



Q: largest force on an atom of number 6 (C4H26N2O7)?
A: 2.30 eV/A



Q: Number 1 is which compound?
A: C4H24O10